10
Properties=species:S:1:pos:R:3 method="wB97M-V/def2-TZVPD" molar_mass_g_mol=97.08 multiplicity=1 homo_lumo_gap_ev=7.99 e_tot_ev=-9672.895 lumo_energy_ev=0.46 e_homo_ev=-7.53 de_lowest_ev=4.559
O 1.984 -0.320 -0.277
C 0.671 -0.101 -0.023
C 0.320 1.283 0.231
N -0.932 1.564 -0.005
N -2.038 1.672 -0.233
C -1.282 -1.621 -0.311
N -0.199 -1.030 -0.005
H 2.096 -1.257 -0.490
H 0.993 2.060 0.571
H -1.612 -2.251 0.543

***

10
Properties=species:S:1:pos:R:3 method="wB97M-V/def2-TZVPD" molar_mass_g_mol=97.08 multiplicity=1 homo_lumo_gap_ev=9.93 e_tot_ev=-9674.853 lumo_energy_ev=0.87 smiles=C#CO.C#N.N#N e_homo_ev=-9.06 de_lowest_ev=2.601
C 1.089 1.532 -0.074
C 1.690 0.495 0.029
O 2.418 -0.584 0.141
H 0.638 2.491 -0.166
H 1.808 -1.345 0.173
C -1.244 -1.685 0.078
N -0.098 -1.620 0.114
H -2.309 -1.770 0.046
N -1.695 1.703 -0.194
N -2.296 0.782 -0.147

***

11
Properties=species:S:1:pos:R:3 method="wB97M-V/def2-TZVPD" molar_mass_g_mol=113.08 multiplicity=1 homo_lumo_gap_ev=10.13 e_tot_ev=-11723.463 lumo_energy_ev=-0.17 smiles="[H]/N=c1/[nH]c(=O)nco1" e_homo_ev=-10.30 de_lowest_ev=2.495
H -1.676 0.765 -2.587
N -1.836 0.662 -1.560
C -0.755 0.361 -1.021
N -1.000 -0.001 0.365
C 0.159 -0.309 1.220
O 0.074 -0.239 2.477
N 1.459 -0.482 0.679
C 1.489 -0.340 -0.606
O 0.604 0.238 -1.350
H -1.725 0.553 0.851
H 2.252 -0.838 -1.221

***

11
Properties=species:S:1:pos:R:3 method="wB97M-V/def2-TZVPD" molar_mass_g_mol=113.08 multiplicity=1 homo_lumo_gap_ev=8.07 e_tot_ev=-11720.825 lumo_energy_ev=-0.86 e_homo_ev=-8.93 de_lowest_ev=5.132
H 1.758 2.858 0.795
N 1.739 1.860 1.088
C 1.068 0.944 0.696
N 1.065 -0.448 1.043
N 0.143 -0.954 0.449
C -0.340 -0.110 -0.604
C -1.384 -0.592 -1.314
O -2.067 -1.727 -0.619
O 0.245 1.062 -0.589
H -1.948 -0.327 -2.254
H -1.933 -1.868 0.398

***

11
Properties=species:S:1:pos:R:3 method="wB97M-V/def2-TZVPD" molar_mass_g_mol=113.08 multiplicity=1 homo_lumo_gap_ev=8.38 e_tot_ev=-11721.092 lumo_energy_ev=-0.96 e_homo_ev=-9.34 de_lowest_ev=4.866
C -0.748 -0.299 1.508
C -0.471 -0.165 0.180
C 0.510 0.083 -1.503
H 0.358 1.212 2.423
H -1.429 -1.202 1.884
H 2.041 0.687 -1.765
N -1.070 -1.028 -0.717
N -0.557 -0.791 -1.864
N 0.476 0.563 -0.282
O -0.343 0.406 2.674
O 1.232 0.534 -2.539

***

11
Properties=species:S:1:pos:R:3 method="wB97M-V/def2-TZVPD" molar_mass_g_mol=113.08 multiplicity=1 homo_lumo_gap_ev=7.33 e_tot_ev=-11712.426 lumo_energy_ev=-2.64 e_homo_ev=-9.97 de_lowest_ev=13.531
C -1.132 -0.983 0.168
C 0.618 0.567 -0.563
C 0.920 -0.516 -1.566
H -0.842 0.369 2.336
H -2.269 -0.595 0.539
H 1.699 2.223 0.425
N -0.539 0.298 0.136
N 1.940 1.456 -0.370
N 0.937 -1.564 -2.194
O -0.797 1.191 1.128
O -0.534 -2.446 -0.039

***

12
Properties=species:S:1:pos:R:3 method="wB97M-V/def2-TZVPD" molar_mass_g_mol=145.14 multiplicity=1 homo_lumo_gap_ev=8.02 e_tot_ev=-22555.412 lumo_energy_ev=-1.05 e_homo_ev=-9.07 de_lowest_ev=3.842
C -1.426 -0.435 -0.062
C 1.277 -0.722 0.006
C 0.774 0.668 -0.061
H -3.101 0.509 1.091
H 3.004 0.555 -0.971
H -1.289 1.561 0.241
N -0.854 -1.579 -0.291
N 0.537 -1.719 -0.185
N -0.635 0.692 -0.113
O -2.785 -0.371 0.231
O 1.513 1.602 -0.127
S 2.986 -0.760 0.242

***

12
Properties=species:S:1:pos:R:3 method="wB97M-V/def2-TZVPD" molar_mass_g_mol=145.14 multiplicity=1 homo_lumo_gap_ev=8.35 e_tot_ev=-22556.292 lumo_energy_ev=-1.21 e_homo_ev=-9.56 de_lowest_ev=2.962
H 2.454 -0.838 1.763
N 2.180 0.031 1.295
C 1.685 0.034 0.130
S 1.656 -1.112 -1.221
C 1.502 0.696 -1.071
O 1.198 1.578 -1.777
N -1.919 0.795 -0.501
N -1.613 -0.390 0.143
C -1.969 -1.021 1.141
O -2.198 -1.847 1.946
H -1.890 0.692 -1.576
H -1.087 1.382 -0.271

***

11
Properties=species:S:1:pos:R:3 method="wB97M-V/def2-TZVPD" molar_mass_g_mol=129.14 multiplicity=1 homo_lumo_gap_ev=9.71 e_tot_ev=-20509.996 lumo_energy_ev=-0.64 e_homo_ev=-10.35 de_lowest_ev=3.384
H -0.903 1.000 2.506
N -1.015 0.564 1.526
C 0.039 0.393 0.826
C 1.310 0.590 1.277
N 2.415 0.549 1.734
N 0.031 -0.173 -0.448
S 0.909 -1.698 -0.845
C -1.203 0.023 -1.292
O -2.122 0.790 -1.189
H 1.739 -1.305 -1.937
H -1.199 -0.733 -2.158

***

10
Properties=species:S:1:pos:R:3 method="wB97M-V/def2-TZVPD" charge=-1 molar_mass_g_mol=95.08 multiplicity=1 homo_lumo_gap_ev=8.99 e_tot_ev=-9118.827 lumo_energy_ev=4.10 e_homo_ev=-4.89 de_lowest_ev=0.642
C -1.568 -1.669 0.207
C -0.052 0.470 0.331
C -0.398 -0.570 -0.431
N -2.787 -1.706 -0.283
N -1.391 -2.507 1.152
N -3.392 -2.640 0.424
N -2.564 -3.137 1.285
H 0.565 1.264 -0.080
H -0.276 0.439 1.345
H -0.153 -0.574 -1.492